{
  "formula": "C2H12NO2",
  "method": "ωB97M-V with the def2-TZVPD basis set",
  "species": ["C", "N", "C", "H", "H", "H", "H", "H", "H", "H", "H", "H", "H", "O", "H", "H", "O"],
  "positions_angstrom": [[2.0713, -0.1585, -0.4625], [0.7572, -0.6571, 0.0169], [0.9214, -1.5190, 1.2631], [2.3192, 0.5995, 0.2835], [1.9575, 0.4173, -1.3765], [2.8178, -0.9398, -0.4977], [-0.0122, -0.0298, 0.3451], [0.2775, -1.2597, -0.6453], [1.5470, -1.0020, 1.9901], [-0.0445, -1.6458, 1.7392], [1.4715, -2.3946, 0.9402], [-3.9461, 1.6220, -1.5275], [-2.8050, 1.4947, -2.4151], [-3.0594, 1.2511, -1.5133], [-1.4945, 1.3900, -0.1545], [-1.6783, 1.6127, 1.3281], [-1.1003, 1.2190, 0.6862]],
  "mulliken_charge": [-0.78, -0.11, -0.86, 0.35, 0.34, 0.34, 0.32, 0.37, 0.37, 0.32, 0.39, 0.32, 0.33, -0.67, 0.33, 0.30, -0.67],
  "homo_energy_ev": -15.44,
  "energy_ev": -7847.43195,
  "lumo_ev": -3.0,
  "charge": 1,
  "e_above_lowest_kj_mol": 68.9
}

***

{
  "formula": "C2H12NO3",
  "method": "ωB97M-V with the def2-TZVPD basis set",
  "species": ["C", "C", "N", "H", "H", "H", "H", "H", "H", "H", "H", "O", "H", "H", "O", "H", "H", "O"],
  "positions_angstrom": [[-0.4100, -0.3020, 1.6418], [-0.5083, -1.5843, 1.3436], [-0.6931, 0.7342, 0.6282], [-0.2159, 0.1261, 2.6131], [-0.3328, -2.2558, 2.1673], [-0.6130, -1.8418, 0.2984], [-1.6077, 1.1832, 0.7820], [-0.5726, 0.3262, -0.3235], [-0.0593, 1.5354, 0.7288], [-1.2940, -0.8210, -2.4215], [0.2206, -0.4538, -2.3202], [-0.6292, -0.4393, -1.8418], [0.8513, -2.7125, -3.2149], [2.2928, -2.2202, -3.3025], [1.3965, -1.9213, -3.1088], [0.1810, 4.0954, 1.9849], [1.4351, 3.3452, 2.3636], [0.5586, 3.2063, 1.9814]],
  "mulliken_charge": [-0.06, -0.67, -0.14, 0.40, 0.28, 0.29, 0.38, 0.19, 0.38, 0.28, 0.33, -0.66, 0.31, 0.32, -0.63, 0.31, 0.32, -0.64],
  "homo_energy_ev": -14.76,
  "energy_ev": -9894.82486,
  "lumo_ev": -2.8,
  "charge": 1,
  "e_above_lowest_kj_mol": 59.7
}